57
Properties=species:S:1:pos:R:3:forces:R:3 method="wB97M-V/def2-TZVPD" homo_lumo_gap_ev="7.274 / 7.213" homo_ev="-7.2 / -7.3" multiplicity=4 total_energy_ev=-111766.3593 de_lowest_kcal_mol=45.5
Cr 0.109326 0.242875 -0.303036 0.00 0.01 -0.02
S 0.478302 -0.877901 1.750804 0.02 0.01 -0.01
C -1.123515 -1.336568 2.286887 0.00 -0.03 0.00
C -1.314776 -1.757347 3.611233 -0.03 0.01 0.01
C -2.550605 -2.180973 4.058983 0.02 0.01 0.00
C -3.645918 -2.215787 3.199850 -0.01 -0.01 0.00
C -3.479036 -1.817342 1.887579 0.00 0.00 -0.01
C -2.238249 -1.366210 1.445406 -0.01 0.00 0.00
S -2.087090 -0.848428 -0.251285 -0.05 -0.04 0.03
C -2.986852 0.727711 -0.160698 0.00 0.01 -0.01
C -2.334745 1.753175 0.724754 0.00 0.00 0.00
C -3.092196 2.642609 1.465876 0.00 0.01 0.01
C -2.441804 3.636862 2.179217 0.00 -0.01 0.00
C -1.064995 3.730574 2.106121 -0.01 0.00 0.00
C -0.368527 2.809973 1.336753 0.00 0.01 0.00
C 1.127826 2.963703 1.185408 0.01 -0.01 0.01
S 1.941442 1.597782 0.309338 0.04 0.02 0.02
C 2.295419 1.899365 -1.465518 0.00 0.00 0.00
C 3.431202 2.870492 -1.900182 -0.01 0.01 0.03
C 4.275350 2.458967 -3.146832 0.00 0.00 0.00
C 2.796058 1.817793 -4.666072 -0.02 0.01 0.00
C 1.395679 1.347187 -4.397989 0.00 0.01 0.02
C 0.690643 1.716059 -3.323112 0.01 0.03 0.01
S -0.664075 0.825331 -2.620084 -0.01 -0.03 -0.01
N -0.999174 1.821413 0.698097 0.01 0.00 0.00
H -0.466183 -1.744470 4.282782 0.00 0.00 0.00
H -2.662882 -2.495926 5.088782 0.00 0.00 0.00
H -4.610246 -2.560411 3.547602 0.00 0.00 0.00
H -4.309066 -1.857488 1.191565 0.00 0.00 0.00
H -4.008441 0.529072 0.158254 0.00 0.00 0.00
H -2.998736 1.103742 -1.187495 0.01 0.00 0.00
H -4.169712 2.555704 1.480231 0.00 -0.01 0.00
H -3.007374 4.340726 2.775534 0.00 0.00 0.00
H -0.529336 4.513702 2.625374 0.00 0.00 0.00
H 1.590916 2.961664 2.173967 0.00 0.00 0.00
H 1.355656 3.919806 0.715003 0.00 0.00 -0.01
H 3.963247 3.368033 -1.091994 0.01 0.00 -0.01
H 5.328470 2.724556 -3.094905 0.00 0.00 -0.01
H 3.036691 1.724939 -5.724129 0.01 -0.01 0.00
H 1.040536 0.503012 -4.979049 0.00 0.00 0.00
I -0.254918 4.090984 -1.725828 0.00 0.00 0.00
C 1.293389 2.719070 -2.403679 0.00 -0.04 -0.03
C 2.462679 3.622263 -2.839845 0.00 0.02 -0.01
C 3.250002 3.172289 -4.074989 0.00 -0.02 -0.01
C 3.922338 1.102656 -3.773131 0.01 0.00 0.00
C 3.414027 0.059192 -2.850740 -0.01 0.01 -0.01
C 3.657364 -1.288039 -3.086239 0.00 0.01 0.00
C 2.975689 -2.265229 -2.375129 0.00 0.00 0.00
C 1.986879 -1.896832 -1.475512 -0.02 -0.02 0.01
C 1.718573 -0.554951 -1.228158 0.00 0.05 -0.01
C 2.503046 0.421139 -1.856393 0.01 -0.03 0.00
H 2.295185 4.689003 -2.745986 -0.01 0.00 0.00
H 3.519765 3.948359 -4.786232 0.00 0.00 0.01
H 4.723599 0.717513 -4.403107 0.00 0.00 0.00
H 4.369289 -1.566980 -3.854835 0.00 0.00 0.00
H 3.186259 -3.312269 -2.556841 0.00 0.00 0.00
H 1.407241 -2.660883 -0.969761 0.00 0.00 0.00

***

63
Properties=species:S:1:pos:R:3:forces:R:3 method="wB97M-V/def2-TZVPD" homo_lumo_gap_ev="5.904 / 4.218" homo_ev="-16.1 / -16.0" charge=+3 multiplicity=5 total_energy_ev=-63873.6516 de_lowest_kcal_mol=2.3
Pd -0.429898 -0.442936 -0.434955 0.20 0.89 -1.57
N -3.855337 -2.511478 -1.791962 0.12 -0.11 0.06
C -3.118751 -3.652213 -1.512275 0.29 0.31 0.05
C -3.377641 -4.976822 -1.658451 0.01 -0.48 -0.01
C -2.333103 -5.845477 -1.295051 -0.01 0.02 0.00
C -1.066949 -5.387631 -0.800764 -0.19 -0.28 -0.08
C -0.809010 -4.067377 -0.657165 -0.24 0.32 -0.05
C -1.857193 -3.164234 -1.014990 -0.09 -0.20 -0.07
N -1.877669 -1.837040 -1.011631 -0.79 -0.47 0.02
C -3.089648 -1.451827 -1.509443 0.31 0.05 -0.11
C -3.380177 -0.078589 -1.761978 0.17 0.07 0.15
C -4.404417 0.410494 -2.525865 -0.26 -0.06 -0.16
S -4.221275 2.070751 -2.745083 0.01 0.18 -0.02
C -2.790601 2.032389 -1.792834 0.05 0.19 0.01
N -2.463102 0.866728 -1.333379 0.00 -0.23 -0.13
H -4.794673 -2.493726 -2.160719 0.00 0.03 -0.04
H -4.315094 -5.356134 -2.044065 0.04 -0.03 0.02
H -2.489925 -6.912878 -1.404133 0.03 0.06 0.02
H -0.309504 -6.118572 -0.551375 -0.06 -0.04 -0.03
H 0.141349 -3.696685 -0.306957 0.08 0.05 0.03
H -5.220219 -0.126142 -2.996923 0.13 0.08 0.08
H -2.210591 2.931022 -1.613968 -0.09 -0.07 -0.03
N -2.486077 1.235564 2.663636 -0.21 0.40 -0.08
C -2.366546 0.531426 3.776950 0.26 -0.10 0.23
C -3.531561 0.176307 4.520660 -0.06 0.09 -0.15
C -3.394650 -0.379394 5.749576 0.06 -0.12 0.28
C -2.102218 -0.602679 6.281792 -0.11 0.02 0.07
C -0.952528 -0.310921 5.535113 0.07 -0.11 0.06
C -1.048510 0.187886 4.261922 -0.05 -0.35 -0.28
C 0.181437 0.342610 3.440268 0.04 0.05 -0.33
C 1.238344 1.028869 4.009638 0.04 0.20 0.03
C 2.450205 1.228052 3.336557 0.00 0.07 0.25
C 2.646973 0.726387 2.067934 0.22 0.12 -0.10
C 1.640456 -0.016762 1.482721 -0.22 -0.06 0.16
C 0.412520 -0.203288 2.130803 0.14 -0.03 1.00
H -1.686261 1.724022 2.287075 0.04 -0.07 -0.12
H -3.396898 1.592385 2.405843 0.04 -0.02 -0.08
H -4.512121 0.409737 4.119476 0.08 0.00 -0.01
H -4.269475 -0.626325 6.338210 0.06 0.00 -0.01
H -1.999413 -1.030095 7.272023 0.00 0.03 -0.04
H 0.024833 -0.531127 5.948530 -0.08 -0.08 -0.01
H 1.112584 1.444293 5.004532 0.04 0.00 -0.10
H 3.249862 1.765505 3.832667 -0.06 0.00 -0.01
H 3.593817 0.867071 1.563314 -0.04 -0.03 -0.02
H 1.833852 -0.544988 0.561873 0.07 -0.14 -0.27
O -1.473320 -1.464199 1.970248 -0.67 -0.51 0.56
N -0.450215 -1.105838 1.465630 0.82 0.48 0.14
O -1.134733 -1.027289 -3.495602 0.51 0.19 0.28
C 0.018094 -0.624745 -3.408375 -0.32 -0.16 -0.25
O 0.628253 -0.347922 -2.257370 -0.45 -0.15 0.77
C 0.895620 -0.346757 -4.565362 0.04 -0.01 0.07
C 0.326734 -0.218525 -5.833707 0.14 -0.01 -0.04
C 1.144870 0.022362 -6.922008 0.16 0.00 0.00
C 2.526544 0.139622 -6.751701 -0.25 -0.01 -0.22
C 3.052422 0.011674 -5.484569 0.33 0.09 -0.02
C 2.270610 -0.221482 -4.380968 -0.14 -0.04 0.14
N 4.519172 0.134906 -5.283879 0.52 0.03 0.06
O 4.919042 0.173750 -4.129684 -0.29 -0.05 -0.44
O 5.220540 0.187191 -6.271655 -0.44 -0.01 0.35
H -0.741970 -0.325864 -5.955990 -0.01 0.01 0.01
H 0.717910 0.109943 -7.911091 0.02 0.02 -0.01
H 3.184588 0.327795 -7.588366 0.01 -0.02 -0.01
H 2.733834 -0.311452 -3.410881 -0.01 -0.02 -0.03

***

67
Properties=species:S:1:pos:R:3:forces:R:3 method="wB97M-V/def2-TZVPD" homo_lumo_gap_ev=8.319 homo_ev=-8.5 total_energy_ev=-179976.7317 de_lowest_kcal_mol=36.7
Ba -1.605751 0.030642 -0.497316 -0.20 2.88 -0.09
O -1.084161 -2.883289 3.036601 0.09 -0.25 0.07
C -0.321942 -3.510064 2.112556 -0.11 0.11 0.27
C -0.200055 -4.889781 2.200540 0.15 -0.31 -0.11
C 0.588743 -5.577392 1.290119 -0.02 0.03 0.01
C 1.259287 -4.903368 0.271046 -0.11 0.04 0.14
C 1.118419 -3.526564 0.185569 -0.02 -0.03 -0.01
C 0.340949 -2.819328 1.097411 0.01 0.11 -0.08
C 0.182988 -1.319965 0.971968 0.42 -0.18 0.61
O -0.996847 -0.819200 1.423324 1.19 -1.67 2.43
N 1.381187 -0.670470 1.597931 -0.29 0.36 0.20
N 1.605502 0.657465 1.222623 -0.20 -0.24 -0.09
C 0.781707 1.580978 1.536156 0.00 -0.04 0.28
C -0.397327 1.586217 2.443703 0.21 0.11 -0.48
Br -1.969661 2.347269 1.634379 0.01 0.49 0.39
C -0.376058 1.277945 3.721835 -0.03 -0.10 0.50
C -1.510646 1.342596 4.674309 0.10 -0.02 -0.10
C -2.652664 0.582119 4.446993 -0.13 -0.06 -0.02
C -3.717247 0.628420 5.337493 0.03 0.00 -0.01
C -3.649993 1.440308 6.461642 0.09 0.05 0.00
C -2.506585 2.197248 6.698850 -0.01 -0.07 -0.09
C -1.437612 2.141118 5.812968 -0.02 0.00 0.08
H -1.166413 -1.952968 2.752121 -0.07 0.20 -0.17
H -0.731066 -5.404800 2.993547 0.05 0.03 -0.07
H 0.674358 -6.654702 1.371594 0.00 0.04 -0.01
H 1.864665 -5.442258 -0.446533 -0.03 0.02 0.04
H 1.611727 -2.980545 -0.615205 -0.01 -0.01 0.01
H 0.262035 -1.092954 -0.125796 0.84 -0.43 0.17
H 2.197740 -1.185898 1.301353 0.09 -0.01 -0.06
H 1.056790 2.567061 1.164107 -0.03 0.03 -0.05
H 0.578690 0.908998 4.089447 -0.01 0.03 0.04
H -2.699012 -0.055638 3.570738 0.00 0.03 0.05
H -4.599034 0.025633 5.153304 0.05 0.03 0.01
H -4.482632 1.478830 7.154997 0.06 0.00 -0.04
H -2.446790 2.828957 7.576471 0.01 -0.02 -0.03
H -0.542433 2.725023 5.999714 -0.06 -0.02 0.00
Cl -4.946675 1.076047 -7.273553 0.00 -0.03 0.00
C -4.215972 0.515939 -5.819491 -0.01 -0.08 -0.02
C -3.758512 1.425717 -4.873281 0.08 0.15 0.15
Cl -3.909147 3.120773 -5.143598 -0.01 -0.08 0.00
C -3.173157 0.961199 -3.703880 0.06 0.15 0.13
Cl -2.587002 2.089817 -2.486082 -0.44 0.20 -0.82
C -3.017163 -0.406821 -3.422306 0.43 -0.16 0.81
O -2.451698 -0.804115 -2.295488 -1.94 -1.04 -3.91
C -3.481323 -1.302023 -4.396421 -0.03 -0.19 -0.13
Cl -3.273868 -2.987050 -4.071969 -0.05 0.18 -0.09
C -4.071842 -0.851299 -5.572486 0.02 -0.08 0.02
Cl -4.628429 -1.989722 -6.737990 0.02 0.04 0.04
O 6.649190 2.769528 -0.568503 -0.15 0.10 -0.11
C 5.491902 3.475256 -0.974360 0.20 -0.22 0.10
N 4.384305 2.613443 -1.295644 -0.11 -0.06 -0.05
C 4.227614 2.131588 -2.561571 0.00 0.14 -0.13
O 4.971691 2.421750 -3.481819 0.00 -0.12 0.14
C 3.042306 1.238726 -2.766229 0.20 0.08 0.01
C 3.074977 0.272588 -3.759329 0.09 -0.09 -0.13
C 1.989289 -0.570234 -3.910378 -0.01 -0.03 -0.01
C 0.900894 -0.400161 -3.067264 -0.08 0.08 0.04
N 0.846521 0.554544 -2.132162 -0.17 -0.19 -0.07
C 1.901845 1.356036 -1.997263 -0.26 -0.13 0.22
H 7.042658 2.372118 -1.353756 0.00 0.01 0.01
H 5.685371 4.082621 -1.850628 0.04 0.12 -0.13
H 5.209980 4.110070 -0.142737 0.00 0.04 0.14
H 3.897420 2.152260 -0.542357 0.02 0.00 0.02
H 3.953968 0.195411 -4.388049 -0.04 -0.01 0.02
H 1.979172 -1.350954 -4.659921 0.00 0.05 0.03
H 0.028026 -1.048637 -3.141708 0.10 0.09 -0.02
H 1.826815 2.117953 -1.230350 -0.03 -0.01 -0.04

***

63
Properties=species:S:1:pos:R:3:forces:R:3 method="wB97M-V/def2-TZVPD" homo_lumo_gap_ev="6.152 / 3.962" homo_ev="-7.4 / -7.4" multiplicity=6 total_energy_ev=-127353.6676 de_lowest_kcal_mol=48.8
Ir -0.514996 -1.411209 -0.440963 -0.49 0.35 -0.93
O 1.760607 -1.070535 -4.499133 -0.06 0.17 0.23
C 2.742288 -0.250947 -4.044544 -0.16 0.01 -0.07
C 3.875642 -0.149294 -4.843368 0.28 0.00 -0.11
C 4.914134 0.695263 -4.493352 -0.06 0.03 -0.02
C 4.830984 1.462602 -3.334380 -0.03 -0.09 -0.08
C 3.696805 1.359179 -2.547723 -0.09 -0.07 0.21
C 2.639474 0.498741 -2.865812 0.11 -0.04 0.03
C 1.360641 0.482636 -2.034630 -0.04 -0.01 0.33
O 0.655747 -0.726875 -2.097046 0.11 0.42 0.51
N 1.674379 0.767517 -0.607027 0.30 -0.87 -0.45
N 0.712512 0.393294 0.262450 -0.09 0.06 -0.03
C 0.536896 1.049659 1.336870 -0.45 -0.02 0.67
C -0.430012 0.660934 2.373318 0.67 -0.06 -0.78
Br -0.922659 -1.158219 2.393377 0.00 -0.53 -0.11
C -0.935619 1.437778 3.314641 -0.22 1.02 0.62
C -0.760682 2.909270 3.423645 -0.02 -0.37 -0.03
C -0.716351 3.748323 2.309092 0.01 0.02 -0.17
C -0.555284 5.120777 2.461890 0.00 -0.07 0.02
C -0.437842 5.670898 3.732584 0.00 -0.10 0.02
C -0.513835 4.845659 4.851434 -0.01 -0.05 -0.08
C -0.687765 3.477519 4.695073 0.04 0.06 0.21
H 1.045749 -1.049569 -3.838518 -0.03 -0.24 -0.03
H 3.910009 -0.747393 -5.750665 0.00 0.11 0.15
H 5.781686 0.775027 -5.138474 -0.04 -0.04 0.06
H 5.637333 2.130918 -3.048605 -0.14 -0.08 -0.05
H 3.651770 1.973818 -1.652126 -0.01 -0.08 -0.10
H 0.743582 1.315494 -2.393088 -0.38 -0.09 -0.14
H 2.094052 1.659101 -0.412422 0.01 0.37 0.05
H 1.127981 1.938947 1.533605 -0.01 0.13 0.04
H -1.527154 0.965059 4.096506 0.00 0.14 -0.13
H -0.861435 3.331332 1.315750 -0.02 0.07 0.13
H -0.545881 5.763123 1.587154 0.00 -0.09 0.10
H -0.305839 6.741181 3.852443 -0.05 -0.12 -0.01
H -0.450070 5.270535 5.847005 0.00 -0.04 -0.09
H -0.759302 2.835243 5.569857 0.01 0.11 -0.10
O -6.677003 2.243484 -0.112582 0.15 1.16 0.31
C -5.608804 2.862262 0.021668 1.27 -1.28 -0.27
O -5.198191 4.001267 0.306366 -1.05 -0.21 -0.07
C -4.353272 1.873965 -0.249363 -1.34 1.16 0.27
C -3.110249 2.439767 -0.484187 0.31 -0.70 -0.08
C -2.056354 1.579571 -0.697240 0.16 -0.20 -0.10
N -2.196477 0.243695 -0.656214 0.40 0.12 0.17
C -3.405418 -0.282172 -0.438861 -0.07 0.28 0.06
C -4.532203 0.503631 -0.244746 0.83 -0.43 -0.21
C -3.477335 -1.780656 -0.405748 -1.04 0.06 -0.01
O -4.551000 -2.337116 -0.428680 1.14 -0.08 0.10
O -2.288341 -2.395291 -0.350202 0.41 -0.03 -0.10
H -2.981399 3.513137 -0.487572 -0.17 0.02 0.03
H -1.062647 1.958361 -0.913461 0.03 -0.10 0.00
H -5.492291 0.037922 -0.091080 -0.16 0.18 0.00
Te 1.527181 -3.316463 -0.918654 0.11 0.02 -0.03
C 1.303171 -5.215722 -0.113162 -0.19 0.05 0.13
C 2.164620 -6.213625 -0.570802 0.06 -0.25 0.06
C 2.057678 -7.502675 -0.061330 -0.03 0.13 0.00
C 1.098182 -7.792420 0.904006 0.04 0.04 -0.05
C 0.238342 -6.798382 1.360432 0.01 0.11 -0.04
C 0.334452 -5.510370 0.850740 -0.06 -0.08 0.05
H 2.914173 -5.985564 -1.321548 -0.05 -0.04 0.07
H 2.724563 -8.278805 -0.416269 -0.03 0.04 0.01
H 1.017612 -8.798609 1.300078 0.01 0.08 -0.03
H -0.510359 -7.027455 2.110423 0.05 0.02 -0.07
H -0.346167 -4.737537 1.193180 0.05 -0.07 -0.04